No. 1
Here is C27H27KN5O5STe as an isolated structure from the Open Molecules 2025 dataset. Energies are from the ωB97M-V functional and the def2-TZVPD basis.

Values from the calculation:
HOMO-LUMO gap ... 0.2245 hartree
Net charge ... -1
2S+1 ... 1

Atoms and positions in Å:
1 K -0.32580 -0.70145 0.15405
2 O -0.85758 2.89557 3.33193
3 C -1.02983 1.79054 2.59616
4 O -1.17259 1.80289 1.39860
5 C -1.05797 0.56838 3.47644
6 O -1.23352 -0.55296 2.67278
7 C -1.45747 -1.75769 3.39622
8 C -1.45142 -2.96059 2.42213
9 O -1.25223 -4.05665 2.96380
10 O -1.64769 -2.67765 1.21684
11 H -0.73700 3.64813 2.72626
12 H -1.87109 0.68812 4.20595
13 H -0.10649 0.54284 4.02490
14 H -2.42271 -1.70446 3.91508
15 H -0.67404 -1.91035 4.14555
16 N 0.51979 -1.72149 -3.90217
17 C 1.48190 -2.10187 -2.96952
18 C 2.27457 -3.21012 -3.30072
19 C 3.26742 -3.59724 -2.42984
20 C 3.45448 -2.88105 -1.25416
21 C 2.62315 -1.80430 -1.02199
22 N 1.64846 -1.40897 -1.85095
23 C -0.56532 -0.85962 -3.82635
24 C -1.18767 -0.51200 -5.03414
25 C -2.31184 0.28176 -4.99657
26 C -2.78139 0.73329 -3.77167
27 C -2.08130 0.35990 -2.64382
28 N -1.00772 -0.43671 -2.64942
29 H 0.62958 -2.15992 -4.79941
30 H 2.09038 -3.75435 -4.21897
31 H 3.88439 -4.45691 -2.66039
32 H 4.20443 -3.14836 -0.52427
33 H 2.74159 -1.21474 -0.12405
34 H -0.78260 -0.86364 -5.97500
35 H -2.80699 0.55990 -5.91843
36 H -3.63631 1.38784 -3.68926
37 H -2.40544 0.70890 -1.66881
38 Te 2.58177 1.06127 1.94737
39 C 3.01193 -0.99091 2.26629
40 C 1.98617 -1.91199 2.49036
41 C 2.23202 -3.27328 2.62529
42 C 3.53619 -3.74436 2.55451
43 C 4.57474 -2.84268 2.35206
44 C 4.31796 -1.48509 2.20440
45 H 0.96795 -1.55254 2.55561
46 H 1.39239 -3.94400 2.77560
47 H 3.74220 -4.80293 2.65705
48 H 5.59833 -3.19943 2.30257
49 H 5.13775 -0.79816 2.03116
50 N 0.75061 2.39167 -1.13820
51 C 0.01548 3.45541 -1.45809
52 S -0.77519 3.60887 -2.93502
53 N -0.12363 4.47449 -0.56160
54 C 0.47687 4.74413 0.67546
55 C -0.23619 5.56097 1.55966
56 C 0.31434 5.92254 2.77922
57 C 1.56890 5.45493 3.14763
58 C 2.27514 4.64802 2.26912
59 C 1.74832 4.30638 1.03065
60 H 0.79991 1.64912 -1.81805
61 H 1.08049 2.17044 -0.19996
62 H -0.80039 5.14565 -0.88712
63 H -1.22363 5.90839 1.27762
64 H -0.25191 6.55448 3.45194
65 H 1.98588 5.70945 4.11249
66 H 3.24746 4.25870 2.54014
67 H 2.34361 3.70920 0.35404

No. 2
Here is C33H37As2N4OsS as an isolated structure from the Open Molecules 2025 dataset. Energies are from the ωB97M-V functional and the def2-TZVPD basis.

Values from the calculation:
HOMO-LUMO gap (alpha / beta) ... 0.2709 / 0.2234 hartree
Net charge ... +3
2S+1 ... 5

Atoms and positions in Å:
1 Os 0.08959 -0.18539 -0.38004
2 S 2.82222 -2.68488 2.15905
3 C 1.23371 -2.99959 2.79706
4 C 0.87659 -3.87673 3.81943
5 C -0.44876 -3.90678 4.20028
6 C -1.39921 -3.07295 3.59271
7 C -1.04745 -2.20898 2.57750
8 C 0.28492 -2.19494 2.16709
9 N 0.85661 -1.37273 1.18619
10 C 2.17614 -1.50749 1.12197
11 C 2.89656 -0.59987 0.24703
12 C 4.28125 -0.52747 0.16405
13 C 4.86009 0.41594 -0.67094
14 C 4.05949 1.27486 -1.42160
15 C 2.67625 1.19758 -1.35578
16 C 2.06811 0.26940 -0.50417
17 H 1.61257 -4.50051 4.30849
18 H -0.75599 -4.57352 4.99418
19 H -2.42387 -3.10198 3.93763
20 H -1.77681 -1.55075 2.12130
21 H 4.90777 -1.19359 0.74581
22 H 5.93719 0.48130 -0.74370
23 H 4.52316 2.00736 -2.06955
24 H 2.07988 1.86655 -1.96249
25 C 1.73896 0.83625 3.35210
26 As 0.60496 1.51555 1.94527
27 C 1.50993 3.13733 1.39843
28 C -1.00274 2.08878 2.81778
29 C -1.01161 2.39216 4.17641
30 C -2.18474 2.83336 4.77175
31 C -3.34189 2.96693 4.01559
32 C -3.33292 2.66352 2.66057
33 C -2.16120 2.21687 2.05586
34 As -2.07319 1.89399 0.15220
35 C -3.93078 1.58067 -0.32187
36 C -1.88528 3.71296 -0.52641
37 H 2.01152 1.67000 3.99842
38 H 2.64669 0.42627 2.91478
39 H 1.21922 0.06978 3.92402
40 H 1.48548 3.83611 2.23441
41 H 1.01881 3.58490 0.53761
42 H 2.54033 2.89766 1.14180
43 H -0.11828 2.29159 4.77900
44 H -2.19436 3.07412 5.82625
45 H -4.25609 3.30907 4.48166
46 H -4.24795 2.77549 2.09413
47 H -4.50264 2.47493 -0.07866
48 H -4.33119 0.72685 0.22042
49 H -4.00970 1.41513 -1.39565
50 H -2.46434 4.35956 0.13135
51 H -2.29322 3.77089 -1.53460
52 H -0.84941 4.04566 -0.52682
53 C -4.24144 -4.88565 -1.60186
54 C -3.25571 -3.80240 -1.30504
55 C -1.94747 -4.07753 -0.91287
56 C -1.07766 -3.04823 -0.63469
57 N -1.42929 -1.74939 -0.72491
58 C -2.68244 -1.47480 -1.14449
59 C -3.60263 -2.45316 -1.42761
60 H -3.82577 -5.87362 -1.42151
61 H -4.56147 -4.82805 -2.64404
62 H -5.13537 -4.76220 -0.98846
63 H -1.60234 -5.09882 -0.82199
64 H -0.05998 -3.25892 -0.33706
65 H -2.92750 -0.43228 -1.26596
66 H -4.59494 -2.16855 -1.75342
67 C 0.05940 -0.46009 -5.85411
68 N -0.09521 0.15988 -4.52553
69 C -0.40024 1.48003 -4.28033
70 C -0.44096 1.62982 -2.93564
71 N -0.16761 0.40196 -2.35035
72 C 0.04060 -0.45475 -3.35772
73 H -0.25961 0.25758 -6.60311
74 H -0.56440 -1.34715 -5.91771
75 H 1.10212 -0.71745 -6.02026
76 H -0.54963 2.19080 -5.07523
77 H -0.61601 2.51879 -2.36177
78 H 0.29099 -1.49837 -3.25505

No. 3
Here is an isolated ion of composition C6H10N3 and charge +1 in a non-equilibrium geometry from the Open Molecules 2025 dataset. Energies are from the ωB97M-V functional and the def2-TZVPD basis.

Values from the calculation:
HOMO-LUMO gap ... 0.2584 hartree
Net charge ... +1
2S+1 ... 1

Atoms and positions in Å:
1 C -2.16480 -0.67362 0.08616
2 C 0.86623 -0.94331 0.68478
3 C -0.34870 0.45248 -1.08021
4 C -1.54220 0.56080 -0.28376
5 C 2.01487 -1.78597 0.78068
6 C -2.39420 1.68845 -0.10816
7 N -2.80828 -1.60236 0.38751
8 N 0.21413 -0.42833 1.60193
9 N 0.58110 -0.56783 -0.60519
10 H -0.76350 0.22160 -2.15304
11 H 0.17399 1.48073 -1.13121
12 H 2.91863 -1.35209 0.58565
13 H 1.90897 -2.59285 0.04535
14 H 2.09957 -2.19832 1.76734
15 H -2.07750 2.28313 0.84418
16 H -3.43900 1.49956 0.03586
17 H -2.16091 2.49144 -0.92485
18 H 0.55474 -0.52054 2.59639
19 H 0.81644 -1.30706 -1.34356

No. 4
Here is C26H28N7O8PtS2 as an isolated structure in a non-equilibrium geometry from the Open Molecules 2025 dataset. Energies are from the ωB97M-V functional and the def2-TZVPD basis.

Values from the calculation:
HOMO-LUMO gap ... 0.1802 hartree
Net charge ... +1
2S+1 ... 1

Atoms and positions in Å:
1 Pt 0.62115 -0.40678 -0.61114
2 O -2.46958 3.20911 4.61939
3 C -2.75952 3.40690 3.43147
4 O -3.50243 4.12692 2.77514
5 C -1.87480 2.41499 2.54597
6 C -1.62988 1.11010 2.95522
7 C -0.91499 0.28461 2.11148
8 N -0.43294 0.73032 0.94914
9 C -0.65600 1.98924 0.55892
10 C -1.38767 2.87390 1.32370
11 C -0.05861 2.38422 -0.75446
12 O -0.32543 3.43177 -1.28112
13 O 0.74914 1.48877 -1.29981
14 H -1.98893 0.75063 3.90902
15 H -0.69749 -0.74280 2.37614
16 H -1.57755 3.87425 0.96009
17 C 2.38251 -3.10771 2.65195
18 N 2.81025 -2.12409 1.65742
19 C 3.17012 -2.67947 0.35938
20 C 2.52261 -0.81113 1.78268
21 O 2.13592 -0.06763 0.80810
22 N 2.71240 -0.21795 2.96756
23 C 2.26216 1.15336 3.19601
24 C 3.64939 -0.72716 3.96322
25 H 1.61417 -3.74283 2.20822
26 H 1.95307 -2.61278 3.51775
27 H 3.22229 -3.72440 2.97264
28 H 3.76120 -3.57642 0.53863
29 H 3.78357 -1.96929 -0.19041
30 H 2.30191 -2.96185 -0.23135
31 H 1.49640 1.42248 2.47881
32 H 3.09872 1.84753 3.09651
33 H 1.86143 1.23103 4.20583
34 H 4.23537 -1.54252 3.55051
35 H 3.13189 -1.07081 4.85941
36 H 4.32465 0.08086 4.24454
37 S 4.22485 0.08156 -3.32519
38 C 3.09139 0.28492 -2.07702
39 N 2.17236 -0.63334 -2.01361
40 C 2.32428 -1.61529 -2.99106
41 C 1.55266 -2.76644 -3.14798
42 C 1.88237 -3.63283 -4.16538
43 C 2.96643 -3.37304 -5.01706
44 C 3.74774 -2.25022 -4.85438
45 C 3.41641 -1.37356 -3.82225
46 H 3.11906 1.12596 -1.40019
47 H 0.72293 -2.97512 -2.48371
48 H 1.29816 -4.53104 -4.31016
49 H 3.19829 -4.07152 -5.80903
50 H 4.59274 -2.05817 -5.50106
51 O -1.25437 -3.58236 1.17625
52 N -1.12115 -2.51056 0.64872
53 O -2.02963 -1.73313 0.40509
54 O 0.13861 -2.19231 0.33529
55 N -1.88812 1.53320 -3.04975
56 C -2.03923 0.51010 -2.22601
57 S -0.87072 -0.82135 -2.33375
58 N -3.03758 0.41280 -1.37981
59 C -4.06141 1.38380 -1.13461
60 C -4.70331 2.04964 -2.17115
61 C -5.68443 2.98071 -1.86199
62 C -6.02752 3.22769 -0.54143
63 C -5.40421 2.52914 0.48386
64 C -4.42075 1.60131 0.18914
65 H -0.98933 1.61941 -3.49923
66 H -2.39839 2.39498 -2.88918
67 H -2.98241 -0.38635 -0.75261
68 H -4.47719 1.82323 -3.20519
69 H -6.18884 3.50511 -2.66211
70 H -6.78956 3.95814 -0.30854
71 H -5.67477 2.71712 1.51237
72 H -3.92991 1.04245 0.97613

The lowest net charge belongs to which entry? C27H27KN5O5STe

Which of these has the highest 2S+1? C33H37As2N4OsS

Among the records above, which one has the highest 2S+1? C33H37As2N4OsS

Which value of 2S+1 does entry 4 give? 1